Record 1
DFT (ωB97M-V with the def2-TZVPD basis set) results for a molecular structure, C31H61Cl2F6N6O5SbSi2Sr.

```
! wB97M-V def2-TZVPD RIJCOSX def2/J DEFGRID3
* xyz 1 2
H -1.4922 2.2209 -3.0748
N -0.3857 -0.7315 -0.0008
F -1.0344 5.8899 2.2202
H 4.5594 -2.0864 4.4795
H -2.4475 2.3884 -4.5480
H -4.2220 3.8123 -1.5239
C -3.9512 -1.1560 0.7766
O 1.8091 -2.1786 2.5610
H 3.6408 -0.2259 2.1961
N 4.5868 4.2529 0.2207
H 4.4159 1.6953 2.2150
C -5.6112 2.0255 0.0103
N 1.3285 3.7043 -1.2435
H 5.8717 -2.2036 0.6097
H -5.9409 1.0441 0.3755
H 5.9778 3.6421 1.5907
O 3.2377 -1.9751 0.2904
N 3.1640 2.5708 0.6924
H 3.1820 -4.7358 0.0983
C 0.4481 4.3702 -1.9972
C -4.0700 2.1379 -0.1002
C 4.1516 -4.2399 0.1825
H -0.0171 6.1657 -3.0863
H 2.4530 -1.1228 5.6522
C -2.8372 -0.1100 -3.8916
H -5.1049 -2.6133 -1.1579
H 4.1713 -3.6770 -2.4558
H 0.0899 -6.0412 2.2817
H 1.1612 -4.7060 2.7677
F -1.4725 3.4718 3.4063
H -3.5246 2.8267 1.8749
C 2.7506 5.6020 -1.4862
H 0.9557 -0.9635 4.7028
H -1.8104 -0.3523 -3.6029
H -5.5157 0.5336 -3.4089
N 5.0820 3.4499 1.1846
H -2.3818 1.6913 1.1156
H 2.2480 0.7441 -4.2259
H -5.9370 2.7694 0.7452
H 2.5409 -3.2620 -1.8821
O 0.9762 -3.3961 0.3804
H -2.8298 0.1520 -4.9564
C 0.7161 5.6339 -2.4871
Cl 0.1500 0.8191 -3.1989
C 4.1051 -2.8554 -0.4520
F -0.7417 3.6265 0.9116
H 6.1805 -2.7466 -1.0548
Sb -0.0401 4.3616 2.5978
Si -3.5766 0.7639 -1.2720
H 3.6035 -3.4945 3.9670
H 4.4229 -4.1698 1.2432
H -0.9797 -4.4092 -0.9334
H -6.1320 2.2420 -0.9276
H -4.8055 1.5650 -4.6562
C -3.7123 3.5490 -0.5933
H -4.8492 -0.6360 1.1348
C -3.3855 1.0950 -3.1127
H -4.9002 -1.5470 -2.5524
H 3.6634 0.2886 3.9089
C 2.6639 -1.5979 3.5524
C 3.4305 3.6969 -0.0505
C 0.7692 -5.2649 1.9122
N 1.8724 6.2515 -2.2392
H 3.6955 6.0888 -1.2629
H -3.0839 -0.8035 1.3402
C 5.4774 -2.2048 -0.4125
F 0.9537 2.6928 2.7788
H -0.6480 -2.9919 2.5222
C 3.5914 -2.9447 -1.8843
C -3.7417 -1.0116 -0.7352
H -5.9100 -1.0399 -1.1737
Si 1.7557 -2.0970 0.9402
C -4.8360 1.3785 -3.5756
C -0.5391 -5.1033 -0.2133
H -3.8846 1.1003 1.8372
H 1.5698 -2.5756 5.1309
H 4.4512 -2.5049 2.7533
H 0.2517 -5.6689 -0.7162
H -1.7943 -4.2881 2.1136
Sr 0.7660 2.0241 0.6268
C -3.4284 1.9173 1.2731
H 2.1620 0.4235 2.9703
C 4.2316 2.4622 1.4648
C 1.8345 0.2860 -3.3474
C 1.8623 -1.5613 4.8408
H -1.5743 -2.9017 1.0119
H -0.4865 3.8720 -2.2207
O 1.0413 -0.6531 0.5095
C 3.8969 -2.4752 3.6984
H -2.6456 -2.8508 -0.7564
C -2.5159 2.3203 -3.4549
F 1.4411 4.9577 1.6061
H -2.9317 3.2627 -3.0939
C 3.0601 -0.1856 3.1277
O -0.8134 0.4858 0.0259
H 3.6773 -1.9721 -2.3776
H -1.5826 -1.4430 -0.6996
H -4.0851 -2.2223 0.9927
H 1.8351 -0.7866 -3.4154
H -2.3753 -1.9093 -2.2292
C -1.0677 -3.5786 1.6972
Cl 2.8195 0.7500 -1.9563
H -3.4537 -1.0101 -3.7831
H 5.4067 -1.1698 -0.7651
H 1.6028 -5.7552 1.3975
C -4.9886 -1.5654 -1.4592
C 0.0305 -4.3306 0.9619
H -1.3085 -5.8050 0.1238
H -5.2635 2.2727 -3.1049
H 4.9024 -4.8547 -0.3225
C -2.5030 -1.8336 -1.1411
H -2.6317 3.6870 -0.7205
C 2.4769 4.3287 -0.9831
H -4.0401 4.2650 0.1690
F 0.6692 4.9670 4.2053
*
```

Output
- calculated total energy (Eh) = -4292.22256
- frontier orbital gap (spin up / spin down) (Eh) = 0.2572 / 0.3175
- highest occupied orbital energy (spin up / spin down) (eV) = -10.2 / -11.8
- lowest unoccupied orbital energy (spin up / spin down) (hartree) = -0.1171 / -0.1172
- ⟨S²⟩ = 0.754
- relative energy (zero: lowest compared OMol25 entry of this formula, charge and spin) (kcal/mol) = 71.5

Record 2
DFT (ωB97M-V with the def2-TZVPD basis set) results for a molecular structure, C15H24ClN2O8.

```
! wB97M-V def2-TZVPD RIJCOSX def2/J DEFGRID3
* xyz -1 1
H -0.9720 -4.7032 -1.1494
N 0.9171 1.5099 -0.3595
C 4.2868 -1.2918 3.1755
C -1.5094 -4.3275 -0.2692
N 1.1449 0.4787 0.2557
Cl 0.0276 -0.9512 2.5320
H 4.0269 1.5636 3.6881
H -1.6163 2.2053 -2.5778
C -3.6959 -0.0015 0.7396
C 4.3172 -0.0741 2.2347
C 0.0149 3.3658 -3.3036
H -0.3031 5.0947 -4.6618
H -3.9624 0.5858 -0.1560
H 1.3480 4.9575 -3.9910
H -3.5005 -4.6014 0.5630
C -0.1056 -0.9343 0.7037
C 0.6761 1.6976 -1.7666
C -1.4483 3.1933 -2.9821
C -1.3335 -0.0730 0.4570
H 0.2524 2.6926 -4.1465
C -2.9165 -4.8425 -0.3169
O -1.4229 -2.8873 -0.1549
C 4.7442 1.1888 2.9346
H -2.0675 3.2997 -3.8672
H 5.0274 1.9634 2.2255
H 5.2209 -1.4191 3.7299
O 0.2561 0.8456 -2.5690
O 2.9111 -0.1529 1.7301
H -3.5381 -4.5395 -1.1579
H 3.4688 -1.1844 3.9447
O -2.4969 -0.7475 0.4877
H -4.8948 -1.7278 0.1186
O 0.8026 -3.0930 0.2685
O 0.8704 2.9960 -2.1702
H 4.1338 -2.2334 2.5961
C -4.7481 -1.0563 0.9779
H -5.7253 -0.6261 1.2152
C 0.2821 4.8090 -3.7588
H -2.8888 -5.9352 -0.3626
H -1.7787 3.9133 -2.2292
H 0.0222 5.5119 -2.9502
O 3.4435 1.3246 0.0591
H -4.4749 -1.7215 1.8027
O -1.2187 1.1472 0.3696
H -3.6227 0.6250 1.6584
H 5.6698 0.9589 3.4831
H -1.0767 -4.7204 0.6791
H 4.9701 -0.2703 1.3869
C -0.1859 -2.4218 0.2122
C 2.6688 0.6086 0.6712
*
```

Output
- calculated total energy (Eh) = -1757.46666
- frontier orbital gap (Eh) = 0.1945
- highest occupied orbital energy (eV) = -2.5
- lowest unoccupied orbital energy (hartree) = 0.1034
- relative energy (zero: lowest compared OMol25 entry of this formula, charge and spin) (kcal/mol) = 70.1

Record 3
DFT (ωB97M-V with the def2-TZVPD basis set) results for a molecular structure, C23H29FeN2O2S2.

```
! wB97M-V def2-TZVPD RIJCOSX def2/J DEFGRID3
* xyz 0 6
C -2.3107 -2.7496 -0.6290
S 0.4582 2.7651 -0.0797
H -0.3869 0.7389 -4.2252
C 3.7764 -1.4366 -0.5750
H -2.7269 -2.5987 -2.7133
N -0.0082 1.7271 -2.4818
N 0.4132 0.6502 2.4856
C 0.5009 3.9993 -3.9051
H 0.7026 4.9024 -4.4648
C -5.0224 -3.3067 -0.2992
H -1.0010 -0.8198 2.9728
H -0.0491 2.6797 2.7520
H -2.6724 0.4348 -0.2248
H 1.2636 -3.4303 -0.1254
H 5.5185 -1.4237 0.6847
C 0.3452 2.8407 -1.7871
Fe -0.1219 0.4189 0.1230
H -1.3338 1.5513 3.2067
H 0.8799 4.8893 -1.9920
H 4.2627 -1.9755 -1.3798
H 1.9175 -1.3032 -1.6138
O -0.2723 0.5958 -1.8469
C -2.0928 0.4238 0.7046
H -4.5549 -3.4692 1.7876
C 0.1397 2.8237 -4.5689
H -2.1741 -2.9565 1.5125
H 4.4053 -0.1573 2.4929
S -0.6079 -2.2788 -0.9194
H 2.2674 0.6282 3.5127
C 4.4830 -1.1251 0.5789
C -2.8163 -2.9911 0.6414
C 0.6007 3.9998 -2.5372
H -2.4926 -0.3746 1.3323
H 0.0544 2.7793 -5.6441
C -4.4941 -3.0594 -1.5614
C 0.1982 -3.5462 0.0633
H -7.0317 -2.6476 0.0725
C -3.1466 -2.7781 -1.7321
H -2.2525 1.3840 1.2014
C 1.8688 0.8320 2.5077
O -0.3179 -2.5828 -2.3410
H 2.0744 1.8826 2.2822
C -0.1078 1.7030 -3.8283
C 0.0677 -0.6398 3.0824
C -4.1627 -3.2726 0.7966
C 2.4442 -1.0559 -0.6955
H 0.6183 -1.4353 2.5808
C 3.8549 -0.4180 1.5941
H 0.3250 -0.6569 4.1502
H 0.0006 -3.3754 1.1204
H 0.0784 1.7526 4.2656
H -6.6675 -4.2389 0.7320
C 2.5254 -0.0359 1.4588
H -6.9209 -4.0361 -1.0051
H -0.1626 -4.5205 -0.2600
H -5.1461 -3.0908 -2.4265
C -0.2589 1.7184 3.2205
C 1.7786 -0.3625 0.3205
C -6.4904 -3.5773 -0.1156
*
```

Output
- calculated total energy (Eh) = -3213.78044
- frontier orbital gap (spin up / spin down) (Eh) = 0.2927 / 0.3006
- highest occupied orbital energy (spin up / spin down) (eV) = -7.5 / -8.0
- lowest unoccupied orbital energy (spin up / spin down) (hartree) = 0.0185 / 0.0060
- ⟨S²⟩ = 8.763
- relative energy (zero: lowest compared OMol25 entry of this formula, charge and spin) (kcal/mol) = 19.7

Record 4
DFT (ωB97M-V with the def2-TZVPD basis set) results for a molecular structure, C25H24Cl60N2O4P.

```
! wB97M-V def2-TZVPD RIJCOSX def2/J DEFGRID3
* xyz 1 1
Cl 9.9244 -0.5126 -5.1884
Cl 7.9354 -6.1160 -6.2297
Cl 1.4020 3.0104 -7.2264
Cl 6.8370 -10.1850 -3.0764
Cl 1.1866 7.5597 11.2370
Cl -0.5313 1.0798 -6.2262
Cl -2.6860 -2.4482 -6.8130
H -0.4643 0.9843 -1.6407
Cl -0.3128 6.9462 4.2928
Cl 2.0228 8.1249 3.0198
H -4.0607 0.4062 -1.5407
H 0.6646 -2.4106 1.8376
H -1.8523 1.0306 0.3536
Cl -5.0195 -5.1753 1.6388
Cl -3.3564 3.7667 7.9639
Cl 5.4942 -5.8132 -4.6759
H -0.2526 4.2165 0.9488
Cl -2.2593 5.7852 9.7492
Cl -2.4021 5.0421 -1.1292
Cl -2.5782 -5.4782 0.0851
Cl -3.1917 -2.9302 1.3488
Cl -6.2805 0.8044 -0.6785
Cl 4.1859 -5.7900 -1.4868
Cl -5.2257 7.7108 3.0199
Cl -7.5246 -1.0529 -2.5408
Cl 7.2548 0.3284 -5.9827
H -2.0165 1.3614 3.6161
Cl 3.5416 0.9856 -5.1280
Cl 5.7720 -7.9782 -1.5076
Cl -0.4973 6.2721 13.2299
Cl 2.3568 6.1051 5.0872
Cl 0.7945 4.6776 11.1674
Cl -1.6389 -9.8212 -3.6391
Cl 8.8797 -1.2615 -7.7985
H -0.9571 -2.1483 2.9348
C -2.0831 -0.6842 -1.9601
Cl 1.6885 -4.3541 -1.0787
C -1.7309 -8.1874 -2.9342
O 2.0023 2.4514 1.3490
H -0.4417 -1.6954 0.0797
Cl 1.9730 -6.1651 -3.3381
Cl -3.2874 -7.9917 -2.0895
Cl 8.4253 -9.0247 -0.9324
H -2.1458 -1.2751 -2.9900
H -3.2956 0.8165 -3.2848
Cl 0.5658 3.0982 -4.4410
Cl -1.4231 5.6974 6.9637
C 6.6275 -4.9931 -5.7794
Cl 5.7584 -4.4750 -7.2459
C -3.7465 8.6664 3.2899
H -0.0906 -2.1530 5.7193
Cl 7.3219 -3.5681 -4.9659
C 0.3617 -0.2769 2.8646
Cl -9.1731 0.7765 -0.9912
C 2.8187 -4.9887 -2.3012
Cl -2.6917 8.5453 1.8591
H -4.6623 0.9341 1.8630
H 1.1599 -1.3683 -0.8319
H -0.2604 0.0588 3.8145
Cl -4.1830 10.3721 3.5632
Cl -1.9252 -5.2386 -6.4965
Cl -4.1173 6.5571 7.6475
H 2.5994 1.7624 1.7641
H 0.8416 -3.6817 4.1749
H -4.1179 2.7664 2.7106
Cl -7.4880 1.7954 -3.1331
C 6.7756 -9.4494 -1.4548
Cl 4.9265 -1.5282 -4.6503
Cl -2.8855 8.0376 4.7175
Cl 1.3120 5.3562 2.4770
C 8.9123 0.0154 -6.5564
C -0.5298 -0.1928 -1.7743
C 0.9671 6.0970 12.2304
C -3.0699 0.6417 -2.1304
Cl 9.5905 1.5071 -7.2558
Cl -0.3949 -7.9639 -1.7768
Cl -3.2383 5.1300 1.6563
C 0.1987 -1.9052 2.7839
P 0.3581 2.2046 1.9205
C -1.3578 -3.5537 -6.3793
N 0.3095 2.5972 3.4808
O 0.7670 -1.7877 5.3474
Cl -4.3354 3.1115 -0.1290
H 2.1657 -2.3713 3.8420
C -3.7680 4.7963 -0.0118
Cl -5.0963 5.9018 -0.4454
Cl 2.6572 -0.7794 -2.9907
O -0.6392 3.2909 0.9289
O 0.6867 0.1880 0.5258
Cl 6.0681 -10.6098 -0.3026
H 1.5247 -0.0640 3.0130
H 0.1185 -0.4440 -2.7408
H -2.5516 1.6121 -1.6809
Cl -1.2922 3.8701 -6.5427
Cl 2.3849 5.8785 13.2872
C -2.7890 5.4516 8.0811
H 1.3092 2.8616 3.7199
C 1.0101 -2.5249 4.0955
C -3.8733 1.6789 2.3311
Cl 3.4275 -3.6455 -3.3011
C 0.1955 -0.8089 -0.3971
C 3.3415 -0.7146 -4.6345
C -1.5676 0.4727 1.3696
Cl 2.2406 -1.5367 -5.7689
C 1.3447 6.6331 3.7192
Cl -4.7553 -3.8371 -0.9312
Cl -0.8280 -3.2201 -4.7112
Cl 0.0082 -3.3080 -7.4967
H -2.4168 -1.3985 -1.0864
C -3.8862 -4.3552 0.5354
C 0.0361 2.7646 -6.1091
N -0.0762 0.4627 1.5825
H -2.0365 -0.6189 1.2458
Cl -1.6023 -6.9729 -4.2314
C -2.4552 1.1954 2.5430
C -7.6165 0.5808 -1.8359
*
```

Output
- calculated total energy (Eh) = -29329.54326
- frontier orbital gap (Eh) = 0.3078
- highest occupied orbital energy (eV) = -11.3
- lowest unoccupied orbital energy (hartree) = -0.1069

Q: The highest calculated total energy belongs to which entry?
A: C15H24ClN2O8

Repeat the second record exactly.
DFT (ωB97M-V with the def2-TZVPD basis set) results for a molecular structure, C15H24ClN2O8.

```
! wB97M-V def2-TZVPD RIJCOSX def2/J DEFGRID3
* xyz -1 1
H -0.9720 -4.7032 -1.1494
N 0.9171 1.5099 -0.3595
C 4.2868 -1.2918 3.1755
C -1.5094 -4.3275 -0.2692
N 1.1449 0.4787 0.2557
Cl 0.0276 -0.9512 2.5320
H 4.0269 1.5636 3.6881
H -1.6163 2.2053 -2.5778
C -3.6959 -0.0015 0.7396
C 4.3172 -0.0741 2.2347
C 0.0149 3.3658 -3.3036
H -0.3031 5.0947 -4.6618
H -3.9624 0.5858 -0.1560
H 1.3480 4.9575 -3.9910
H -3.5005 -4.6014 0.5630
C -0.1056 -0.9343 0.7037
C 0.6761 1.6976 -1.7666
C -1.4483 3.1933 -2.9821
C -1.3335 -0.0730 0.4570
H 0.2524 2.6926 -4.1465
C -2.9165 -4.8425 -0.3169
O -1.4229 -2.8873 -0.1549
C 4.7442 1.1888 2.9346
H -2.0675 3.2997 -3.8672
H 5.0274 1.9634 2.2255
H 5.2209 -1.4191 3.7299
O 0.2561 0.8456 -2.5690
O 2.9111 -0.1529 1.7301
H -3.5381 -4.5395 -1.1579
H 3.4688 -1.1844 3.9447
O -2.4969 -0.7475 0.4877
H -4.8948 -1.7278 0.1186
O 0.8026 -3.0930 0.2685
O 0.8704 2.9960 -2.1702
H 4.1338 -2.2334 2.5961
C -4.7481 -1.0563 0.9779
H -5.7253 -0.6261 1.2152
C 0.2821 4.8090 -3.7588
H -2.8888 -5.9352 -0.3626
H -1.7787 3.9133 -2.2292
H 0.0222 5.5119 -2.9502
O 3.4435 1.3246 0.0591
H -4.4749 -1.7215 1.8027
O -1.2187 1.1472 0.3696
H -3.6227 0.6250 1.6584
H 5.6698 0.9589 3.4831
H -1.0767 -4.7204 0.6791
H 4.9701 -0.2703 1.3869
C -0.1859 -2.4218 0.2122
C 2.6688 0.6086 0.6712
*
```

Output
- calculated total energy (Eh) = -1757.46666
- frontier orbital gap (Eh) = 0.1945
- highest occupied orbital energy (eV) = -2.5
- lowest unoccupied orbital energy (hartree) = 0.1034
- relative energy (zero: lowest compared OMol25 entry of this formula, charge and spin) (kcal/mol) = 70.1